*i*
Entry from the OMol25 dataset: 4 unconnected molecules or ions with the total composition C5H17NO4 (ωB97M-V/def2-TZVPD).

As for the SMILES: CCN(C=O)CC.O.O.O. The value obtained for the HOMO energy is -9.3 eV. The charge is 0. The spin multiplicity is 1.

Bonds (Å) are listed after each position.
Geometry (Å):
1 C 0.156 0.622 0.586  N2 1.387, O7 1.229, H8 1.167
2 N 0.675 -0.325 -0.285  C1 1.387, C3 1.531, C5 1.439
3 C -0.208 -1.473 -0.781  N2 1.531, C4 1.521, H9 1.096, H10 1.149
4 C 0.261 -2.895 -0.514  C3 1.521, H11 1.092, H12 1.109, H13 1.152
5 C 1.843 0.105 -1.008  N2 1.439, C6 1.613, H14 1.109, H15 1.088
6 C 3.096 -0.456 -0.162  C5 1.613, H16 1.047, H17 1.117, H18 1.063
7 O -0.990 0.499 1.015  C1 1.229
8 H 0.922 1.475 0.805  C1 1.167
9 H -1.151 -1.413 -0.224  C3 1.096
10 H -0.409 -1.309 -1.900  C3 1.149
11 H 0.950 -3.303 -1.256  C4 1.092
12 H 0.884 -3.028 0.394  C4 1.109
13 H -0.672 -3.544 -0.326  C4 1.152
14 H 1.830 1.199 -1.189  C5 1.109
15 H 2.004 -0.346 -1.984  C5 1.088
16 H 4.023 -0.044 -0.424  C6 1.047
17 H 3.074 -1.572 -0.153  C6 1.117
18 H 3.237 -0.063 0.816  C6 1.063
19 H -1.208 -1.036 2.288  O21 0.953
20 H -2.414 -0.585 2.875  O21 0.977
21 O -1.966 -1.436 2.703  H19 0.953, H20 0.977
22 H 0.225 2.976 -1.764  O24 0.981
23 H -0.651 2.356 -0.754  O24 0.931
24 O 0.238 2.617 -0.851  H22 0.981, H23 0.931
25 H -3.005 1.531 -1.064  O27 0.981
26 H -2.267 2.207 0.171  O27 0.929
27 O -2.404 2.238 -0.747  H25 0.981, H26 0.929

=====

*ii*
Entry from the OMol25 dataset: 4 unconnected molecules or ions with the total composition C5H17NO4 (ωB97M-V/def2-TZVPD).

As for the SMILES: CCN(C=O)CC.O.O.O. The value obtained for the HOMO energy is -9.4 eV. The charge is 0. The spin multiplicity is 1.

Bonds (Å) are listed after each position.
Geometry (Å):
1 C -0.708 0.402 0.941  N2 1.356, O7 1.221, H8 1.099
2 N 0.099 0.651 -0.120  C1 1.356, C3 1.477, C5 1.464
3 C 1.079 -0.384 -0.505  N2 1.477, C4 1.513, H9 1.086, H10 1.093
4 C 2.431 0.256 -0.736  C3 1.513, H11 1.091, H12 1.095, H13 1.092
5 C -0.488 1.503 -1.157  N2 1.464, C6 1.552, H14 1.090, H15 1.086
6 C -0.483 2.999 -0.745  C5 1.552, H16 1.093, H17 1.094, H18 1.083
7 O -0.587 -0.484 1.771  C1 1.221
8 H -1.526 1.130 1.030  C1 1.099
9 H 1.069 -1.098 0.313  C3 1.086
10 H 0.641 -0.905 -1.361  C3 1.093
11 H 2.509 0.873 -1.632  C4 1.091
12 H 2.608 0.921 0.116  C4 1.095
13 H 3.293 -0.413 -0.769  C4 1.092
14 H -1.537 1.244 -1.300  C5 1.090
15 H 0.111 1.411 -2.058  C5 1.086
16 H -0.249 3.641 -1.598  C6 1.093
17 H 0.405 3.217 -0.144  C6 1.094
18 H -1.344 3.206 -0.119  C6 1.083
19 H 2.277 -1.669 2.880  O21 0.973
20 H 0.765 -1.588 2.857  O21 0.975
21 O 1.500 -2.140 2.533  H19 0.973, H20 0.975
22 H -3.711 -1.033 -0.804  O24 0.953
23 H -2.384 -1.609 -0.251  O24 0.987
24 O -2.887 -0.773 -0.401  H22 0.953, H23 0.987
25 H -0.767 -3.763 0.035  O27 0.957
26 H -0.807 -2.588 0.971  O27 0.969
27 O -1.308 -3.004 0.253  H25 0.957, H26 0.969

=====

*iii*
Entry from the OMol25 dataset: 4 unconnected molecules or ions with the total composition C5H17NO4 (ωB97M-V/def2-TZVPD).

As for the SMILES: CCN(C)C(C)=O.O.O.O. The value obtained for the HOMO energy is -10.0 eV. The charge is 0. The spin multiplicity is 1.

Bonds (Å) are listed after each position.
Geometry (Å):
1 C -1.164 -0.925 1.925  C2 1.480, H8 1.101, H9 1.099, H10 1.113
2 C -0.151 -0.010 1.353  C1 1.480, N3 1.419, O7 1.215
3 N -0.216 0.588 0.067  C2 1.419, C4 1.491, C6 1.502
4 C -1.443 0.833 -0.743  N3 1.491, C5 1.499, H11 1.097, H12 1.144
5 C -2.547 1.656 -0.152  C4 1.499, H13 1.106, H14 1.081, H15 1.125
6 C 0.647 1.816 -0.006  N3 1.502, H16 1.082, H17 1.095, H18 1.100
7 O 0.851 0.188 2.009  C2 1.215
8 H -0.928 -0.896 3.000  C1 1.101
9 H -2.155 -0.479 1.761  C1 1.099
10 H -1.230 -1.941 1.477  C1 1.113
11 H -1.020 1.399 -1.582  C4 1.097
12 H -1.718 -0.200 -1.152  C4 1.144
13 H -3.116 2.186 -0.938  C5 1.106
14 H -3.379 1.046 0.169  C5 1.081
15 H -2.329 2.389 0.673  C5 1.125
16 H 0.940 1.948 -1.039  C6 1.082
17 H 1.546 1.580 0.571  C6 1.095
18 H 0.105 2.725 0.296  C6 1.100
19 H 0.272 -3.744 -0.193  O21 0.951
20 H 1.776 -3.296 -0.464  O21 0.941
21 O 1.184 -4.001 -0.269  H19 0.951, H20 0.941
22 H 2.974 -0.813 0.052  O24 0.962
23 H 1.508 -0.810 -0.079  O24 0.987
24 O 2.272 -1.425 -0.190  H22 0.962, H23 0.987
25 H 2.411 0.828 -1.949  O27 0.956
26 H 2.571 -0.717 -2.064  O27 0.947
27 O 2.338 0.074 -2.531  H25 0.956, H26 0.947

=====

Of the structures shown above, *i* is the least stable.